[1]
The following is a quantum chemistry calculation of the ion C5H8N3O2 with charge +1, from OMol25.

Atoms and positions in Å:
O -1.641 2.000 -0.045
O 0.136 3.161 -0.527
N -0.453 2.140 -0.303
N 0.784 -1.314 0.249
N -0.153 -0.278 0.207
C 0.273 0.937 -0.345
C 1.960 -1.110 -0.321
C -1.228 -0.787 -0.736
C -0.714 -0.184 1.589
C 2.399 -0.015 -0.923
H -0.832 -0.839 -1.751
H 2.612 -1.983 -0.240
H -1.518 -1.784 -0.406
H -1.067 -1.166 1.889
H -2.078 -0.103 -0.698
H 2.987 0.652 -1.503
H -1.537 0.532 1.592
H 0.072 0.139 2.272

Calculated values
Net charge: +1
Orbital gap (alpha / beta) in eV: 8.67 / 7.71

=====

[2]
The following is a quantum chemistry calculation of a cluster of 2 separate species, C3H7N2 in total, from OMol25.

Atoms and positions in Å:
N 2.918 -0.915 0.144
N 3.739 -0.720 -0.618
C -0.826 -0.229 1.347
C -0.067 0.919 -1.016
C -0.098 0.202 0.187
H 3.777 -0.224 -1.579
H -1.035 1.292 -1.494
H 0.465 0.498 -1.862
H 0.651 1.821 -0.878
H -1.799 0.343 1.777
H -1.128 -1.228 1.037
H -0.140 -0.332 2.293

Calculated values
Net charge: +1
Orbital gap (alpha / beta) in eV: 4.86 / 4.85

=====

[3]
The following is a quantum chemistry calculation of a cluster of 2 separate species, C31H35N6 in total, from OMol25.

Atoms and positions in Å:
N -4.777 2.415 1.437
N 2.621 2.503 3.662
N 1.930 -0.904 -1.774
N 1.719 -1.857 -2.735
N 3.222 -0.737 -1.655
N -0.960 -1.067 -1.370
C 3.867 -1.564 -2.552
C -2.159 -0.456 -1.900
C 0.401 -2.211 -3.204
C 2.901 -2.269 -3.252
C 0.218 2.487 3.268
C 1.592 0.676 2.421
C -2.024 -2.647 -2.840
C -3.169 0.818 1.160
C 6.154 -0.695 -2.098
C -0.701 -2.305 -2.131
C 1.516 1.907 3.134
C 7.284 -3.056 -3.120
C 5.903 -2.850 -3.190
C -7.225 -0.226 0.507
C -4.918 -1.048 0.551
C 3.980 2.060 3.376
C -0.825 0.671 1.994
C 2.570 3.673 4.523
C -3.036 -1.694 -2.199
C -5.435 3.630 1.886
C -0.913 1.834 2.816
C 5.307 -1.694 -2.628
C -6.286 -1.244 0.288
C -4.484 0.216 0.923
C -6.811 1.039 0.946
C 7.534 -0.884 -2.053
C -1.920 0.174 1.222
C 8.105 -2.079 -2.533
C -3.439 2.194 1.385
C 0.468 0.071 1.903
C -5.450 1.231 1.113
H -1.876 2.262 3.099
H 9.184 -2.248 -2.462
H 0.551 -0.891 1.385
H 5.259 -3.596 -3.658
H -1.928 -2.424 -3.910
H -2.731 3.015 1.431
H 0.118 3.466 3.738
H -3.333 -2.130 -1.242
H -2.262 -3.706 -2.740
H 4.005 1.060 2.935
H -0.391 -3.112 -1.442
H -2.597 0.270 -1.207
H 7.726 -3.978 -3.517
H -7.490 1.858 1.171
H 2.501 3.396 5.590
H 5.698 0.222 -1.725
H -1.965 0.037 -2.878
H 1.740 4.346 4.295
H -3.928 -1.490 -2.803
H 2.549 0.202 2.257
H -8.283 -0.405 0.348
H -0.136 -0.480 -1.235
H 4.476 2.775 2.701
H 0.069 -1.501 -3.984
H 4.549 2.065 4.315
H -1.810 -0.805 0.761
H 0.506 -3.194 -3.677
H 3.510 4.222 4.407
H -6.625 -2.212 -0.080
H -5.413 3.711 2.984
H 3.011 -3.010 -4.024
H -4.202 -1.865 0.478
H -6.479 3.619 1.562
H 8.175 -0.104 -1.640
H -4.939 4.519 1.481

Calculated values
Net charge: +1
Orbital gap in eV: 5.97

=====

[4]
The following is a quantum chemistry calculation of a cluster of 5 separate species, C26H39N4O9 in total, from OMol25.

Atoms and positions in Å:
O 0.309 -3.798 2.700
O -2.288 5.452 -4.693
O 3.624 -5.375 1.902
O 4.042 -5.375 -0.326
O 2.536 2.073 -3.904
O -3.078 0.137 4.652
O 1.507 0.632 -2.486
O -0.184 5.791 -3.923
O -0.848 -0.137 4.956
N -2.913 -2.657 -0.045
N -1.384 3.120 -0.959
N 0.984 -2.416 0.797
N -3.055 -1.474 -0.630
C 4.318 -5.741 0.789
C 0.222 2.347 -3.604
C -2.281 -2.073 4.774
C -2.548 0.914 -1.648
C -2.144 2.103 -0.622
C -0.610 -0.698 -0.458
C -1.628 -2.985 0.420
C 1.641 -3.527 0.028
C 0.791 -2.737 2.234
C -3.666 -2.074 4.163
C 1.457 1.563 -3.257
C -0.339 -2.064 0.275
C -0.306 8.089 -3.496
C -1.947 -0.606 4.797
C 4.282 -5.895 3.064
C 0.481 6.834 -3.199
C -1.470 6.165 -4.172
C 5.111 -7.056 2.565
C -2.693 2.009 0.890
C 2.138 3.232 -4.649
C 0.650 3.080 -4.855
C 5.483 -6.614 1.165
C -1.715 7.559 -3.664
C -4.214 -0.733 4.594
C 1.198 -1.571 3.281
C -2.096 -0.448 -0.916
H 0.463 -0.695 3.168
H 0.459 2.452 -5.731
H -1.899 1.405 1.472
H -4.023 -1.247 -0.943
H -0.622 1.686 -3.796
H 2.388 4.124 -4.066
H -1.488 -3.998 0.950
H 6.396 -6.014 1.156
H 1.094 -1.970 4.353
H -2.049 1.056 -2.661
H -2.282 8.146 -4.386
H -2.798 3.021 1.401
H 5.573 -7.462 0.486
H 3.538 -6.209 3.797
H -1.570 -2.628 4.162
H -4.942 -0.340 3.882
H 2.770 -3.281 0.009
H 1.516 6.912 -3.536
H 0.138 4.027 -5.003
H -3.663 1.397 0.968
H -4.675 -0.772 5.586
H -3.586 -2.108 3.071
H -1.265 3.737 -0.140
H -0.213 8.849 -2.719
H 0.473 6.579 -2.135
H 1.308 -3.607 -1.063
H 0.215 0.063 -0.645
H 2.261 -1.242 3.024
H -3.698 0.984 -1.738
H 4.492 -7.957 2.513
H 5.971 -7.274 3.200
H 4.897 -5.102 3.500
H 2.680 3.266 -5.595
H -2.245 7.503 -2.710
H -4.286 -2.914 4.481
H -2.288 -2.452 5.799
H 0.036 8.527 -4.439
H 1.560 -4.542 0.574
H -0.004 3.035 -2.785

Calculated values
Net charge: +1
Orbital gap in eV: 7.65

=====

Maximum force, record by record: 0.09346 0.06381 0.03487 0.08550 Eh/bohr
E, record by record: -509.4013 -227.4929 -1530.5539 -1909.9335 Eh